Entry from the Open Molecules 2025 dataset: a structure of composition C52H49Br2IrNO2P2SSi (wB97M-V/def2-TZVPD).

Structure (XYZ):
```
111
Properties=species:S:1:pos:R:3:forces:R:3:mulliken_charge:R:1
H 1.653605 0.045395 4.391608 0.00 0.00 0.00 0.457
C 1.302249 3.782345 1.871275 0.01 0.01 0.00 -0.669
C -3.419184 4.568686 0.273546 0.01 0.00 0.00 -0.868
C -0.094939 -2.446128 2.900691 0.01 -0.01 0.00 -0.476
C 1.288193 -2.255304 -1.405498 0.07 0.00 -0.04 -1.317
H -1.299340 4.801461 0.407456 0.00 0.00 0.00 0.466
H -5.449217 -3.895885 2.087730 0.00 0.00 0.00 0.405
H 4.551911 -0.380803 -6.037784 0.00 0.00 0.00 0.389
C -4.018110 1.727808 3.748898 0.00 0.01 0.00 -0.841
Br 3.784786 -2.774495 1.844649 0.01 0.00 -0.01 -0.139
C -2.794786 1.575888 3.114960 -0.01 0.00 -0.01 -0.559
H -0.829640 -2.616597 2.120168 -0.01 0.00 0.01 0.138
Si -0.087808 2.042103 -0.010805 0.00 -0.03 -0.03 1.086
H -5.493862 4.063308 0.034138 0.00 0.00 0.00 0.457
H -0.133167 -2.081608 -4.931971 0.00 0.00 0.00 0.563
C -4.638353 -0.775470 1.048350 0.00 0.00 0.00 -0.943
H 0.535794 3.922883 -1.451623 -0.02 0.00 -0.01 0.654
C 0.306955 -1.144354 3.208565 -0.04 -0.03 -0.01 1.134
H -3.617345 5.620082 0.437547 0.00 0.00 0.00 0.445
H 3.334280 -0.630980 -4.785963 0.00 0.00 0.00 0.147
H 5.486707 1.549608 -4.771543 0.00 0.00 0.00 0.506
C 5.917552 0.768231 -0.695916 0.00 -0.01 0.00 -0.580
C 1.189111 -3.152532 -3.631237 -0.03 0.01 -0.01 -0.900
C 1.741053 -3.206311 -2.340931 0.01 0.03 0.03 1.936
P -2.419149 0.172446 -0.465989 0.05 0.00 0.03 1.685
C 1.131865 3.430752 4.247559 0.00 0.00 0.00 -1.090
C -3.868320 -1.203759 -4.061864 0.00 0.00 0.00 -0.878
H 3.190059 2.080500 -3.647072 0.00 -0.01 0.00 0.578
C -2.665236 1.089387 -3.069780 -0.01 0.00 0.01 -0.592
H 4.652266 2.334151 -2.696509 0.00 0.00 0.00 0.521
H 6.405321 1.377789 0.069161 0.00 0.00 0.01 0.450
C 1.386682 -3.317653 4.574848 0.00 0.00 0.00 -0.856
H 1.601913 4.413009 1.041264 0.00 0.00 0.00 0.480
H -5.000094 0.239322 1.127987 -0.01 0.00 0.00 0.208
H 2.575296 -1.867654 5.611744 0.00 0.00 0.00 0.438
C -2.971037 -2.368846 0.367404 -0.01 0.01 0.01 -0.577
C 4.846240 0.825735 -4.262311 0.00 -0.01 0.00 -0.261
C -3.944571 -0.568802 4.441422 0.01 0.00 0.01 -0.852
H 5.501256 0.098856 -3.779897 0.00 0.00 0.00 0.145
C 0.490202 2.222335 4.028931 0.00 0.00 0.01 -0.389
C 1.815180 -2.032484 4.859373 0.00 0.01 0.00 -0.779
C -2.142099 0.341609 3.123245 0.01 0.03 0.03 1.030
C 1.284231 -0.946229 4.174441 -0.01 0.00 0.01 -1.032
S 3.367581 0.453871 -1.914998 0.05 -0.11 -0.06 0.685
C 4.410490 0.935708 -0.518344 0.00 -0.03 -0.01 -0.600
H -6.280369 -1.569948 2.166007 0.00 0.00 0.00 0.479
H 4.131126 1.973633 -0.307928 0.00 0.00 -0.01 0.493
H 4.035117 0.322335 0.306940 0.00 0.01 0.01 0.164
H -2.204811 1.993246 -2.687143 0.00 0.01 0.00 0.309
C 2.899469 -2.982122 0.198954 0.04 0.02 0.00 0.728
C -1.845575 2.745431 0.061896 -0.01 -0.02 0.00 0.496
H -4.347495 -2.095613 -4.443658 0.00 0.00 0.00 0.462
C 1.554901 4.200371 3.169436 0.00 0.00 0.00 -0.754
Br 3.397672 -5.427506 -3.111034 0.00 0.01 0.00 -0.214
C -0.141804 -1.287600 -2.945866 -0.03 -0.02 0.05 -0.085
C -2.920367 1.873700 -0.111316 0.05 0.02 -0.03 0.438
H 7.480048 -0.726900 -0.660091 0.00 0.00 0.00 0.433
H -2.039883 -2.601033 -0.142448 0.00 0.00 0.00 0.582
H -4.508953 2.692437 3.737364 0.00 0.00 0.00 0.487
C -3.563414 -1.113542 -2.709331 0.04 -0.02 -0.01 -0.426
H -2.342146 2.431105 2.629803 0.00 0.00 0.00 0.319
C 3.328520 -3.980492 -0.693863 0.00 -0.02 -0.01 -0.322
H 6.231784 1.188185 -1.655041 0.00 0.01 0.00 0.249
C -4.477852 3.691463 0.053555 0.00 -0.02 0.00 -1.219
C 4.050634 1.577408 -3.200656 -0.02 0.07 0.06 -1.251
H -3.312405 -4.402907 0.944145 0.00 0.00 0.00 0.509
H 0.117103 -4.529792 3.336148 0.00 0.00 0.00 0.461
H -0.862577 -0.519824 -3.173904 0.00 0.00 0.00 0.500
C -5.355742 -1.798614 1.652378 0.01 0.00 -0.01 -0.709
C 0.436936 -3.525620 3.582446 -0.01 0.00 0.00 -0.846
C 0.277841 -2.176683 -3.937178 0.01 -0.03 -0.02 -1.335
C 1.891594 -2.107191 -0.128790 0.04 0.07 -0.03 -0.869
H 1.852624 2.741855 -1.401063 0.02 0.00 0.01 0.193
C 2.769387 -4.091949 -1.931171 -0.01 -0.02 -0.01 0.035
C -4.231236 2.346725 -0.159594 -0.02 0.01 0.01 -0.831
H 4.124918 -4.646469 -0.392967 0.00 0.00 0.00 0.519
H -5.543494 0.777986 4.921824 0.00 0.00 0.00 0.423
C -3.566854 -0.155427 -4.917068 0.00 0.00 0.00 -0.662
H 1.516385 -3.861265 -4.379681 0.00 0.00 0.00 0.379
C -4.885862 -3.102284 1.614776 0.00 0.00 0.00 -0.882
Ir -0.246636 -0.258440 0.063781 -0.49 -0.14 0.00 1.492
H 2.063538 5.139255 3.346435 0.00 0.00 0.00 0.469
O 3.753769 -0.936480 -2.309647 -0.05 -0.01 -0.01 -0.588
H 6.112488 -1.094331 0.392102 0.00 0.00 0.02 0.231
C -2.970324 0.996609 -4.417408 0.01 0.00 -0.01 -0.674
H 0.434038 2.439547 -2.407271 0.01 -0.01 0.00 0.297
C -2.725519 -0.727993 3.800030 0.00 0.01 -0.01 -0.641
P -0.513122 0.204663 2.311076 0.16 0.08 -0.03 2.035
C 0.771726 2.854517 -1.455442 0.00 -0.01 0.00 -1.159
H -2.748372 1.824349 -5.078126 0.00 0.00 0.00 0.475
C -3.686888 -3.387856 0.974635 0.00 -0.01 0.00 -0.586
C 0.290351 1.778510 2.723344 0.01 -0.02 0.01 -0.624
C 3.953527 0.119964 -5.276717 0.00 0.01 0.00 -1.178
H 1.302147 3.775375 5.258918 0.00 0.00 0.00 0.438
H -3.806480 -0.227825 -5.969697 0.00 0.00 0.00 0.426
H 5.951818 -1.301806 -1.349304 0.00 0.00 0.00 0.190
H 1.804493 -4.160255 5.109628 0.00 0.00 0.00 0.401
H -5.055457 1.681501 -0.382667 0.00 0.00 -0.01 0.570
O 1.503854 -1.110876 0.645147 0.00 0.03 0.07 -0.678
H -4.381483 -1.406222 4.969679 0.00 0.00 0.00 0.478
C 6.394146 -0.676344 -0.575888 0.00 -0.01 -0.02 -1.067
H 0.143445 1.635041 4.870684 -0.01 0.00 0.00 0.715
H -2.231014 -1.687166 3.846479 0.01 -0.02 0.00 0.460
C 0.656702 2.570017 1.630979 0.02 -0.03 0.01 0.391
C -2.948587 0.028200 -2.206241 -0.04 -0.01 0.01 0.392
C -2.115223 4.102074 0.256998 0.00 0.02 0.00 -0.681
H -3.806675 -1.939505 -2.054058 0.00 0.01 0.00 0.391
C -3.444386 -1.054044 0.393398 -0.02 0.01 0.01 0.701
C -4.595859 0.655010 4.413476 0.00 0.00 0.00 -0.792
N 0.308681 -1.341857 -1.703531 0.20 0.19 -0.01 0.717
H 3.301563 0.835901 -5.783594 0.00 0.00 0.00 0.346
```
Positions in Å, forces in eV/Å.

Output
Lowest unoccupied orbital energy: -2.95 eV
Net charge: +1
Electronic energy: -240518.7567 eV
HOMO level: -9.83 eV

---

Entry from the Open Molecules 2025 dataset: a cluster of 2 separate species, C52H49F6N4O in total at a distorted geometry (wB97M-V/def2-TZVPD).

Structure (XYZ):
```
112
Properties=species:S:1:pos:R:3:forces:R:3:mulliken_charge:R:1
H 0.530064 5.016472 2.973104 0.46 -0.09 0.06 0.265
H 4.943871 -3.039894 1.206598 0.09 0.28 -0.16 0.417
C 2.077669 -1.406009 -2.238199 0.08 -0.34 0.31 -0.857
F -4.877691 1.920028 -0.015534 -0.92 -0.45 0.34 -0.229
C -0.312339 -7.639000 -5.746099 0.12 0.06 0.03 -0.398
C 1.605375 3.341430 5.253479 0.35 0.14 0.18 -0.186
H -2.063559 2.070801 -0.004125 -0.12 0.32 0.14 0.194
C 4.869463 -2.079648 0.693650 0.20 0.12 -0.16 -0.721
C -0.357164 -5.272337 -5.243594 0.47 -0.12 0.02 0.029
N -4.610326 -0.551920 1.492085 0.44 0.13 -1.38 0.345
H -3.938550 0.271755 3.958798 -0.30 -0.27 0.11 0.678
O -0.749698 2.224284 3.168603 0.38 0.78 -0.83 -0.757
N 1.740350 -4.114499 -4.723757 0.95 0.58 0.25 0.311
C -1.653726 -0.335122 -0.706718 -0.43 -0.60 0.13 -0.866
H 3.150195 -4.763458 -6.111535 0.18 0.29 0.07 0.504
C 0.348268 5.172421 0.178404 0.44 -0.08 -0.29 -0.601
H 1.621913 -8.607557 -5.561821 -0.22 0.24 -0.04 0.399
H 3.132152 4.287806 8.157667 -0.06 0.00 -0.30 0.372
C 3.938966 -1.145187 1.135736 -0.16 0.60 -0.59 -0.398
H 2.877080 6.379307 4.379458 0.04 -0.24 0.25 0.362
H 1.962979 2.371977 2.830051 -0.18 0.30 -0.08 1.027
C -1.932990 2.952518 0.638258 -0.11 -0.12 -0.22 -1.294
H -0.864731 -2.821592 -1.229409 0.33 -0.02 -0.03 0.479
H 0.969571 2.553178 4.838475 0.28 0.20 0.22 0.363
C 1.368637 3.138439 2.322348 -0.13 -0.12 -0.27 -0.585
H 2.817811 -6.503320 -4.969533 -0.35 -0.17 0.01 0.443
C 4.646376 0.390304 -0.620547 -0.19 -0.42 0.41 -0.492
F 1.847803 -1.752118 -6.171689 0.54 -0.83 -0.62 -0.249
N -0.546689 3.080565 1.015988 -0.41 -0.89 1.43 0.700
H -0.206007 6.393844 -1.528452 -0.17 -0.16 0.08 0.457
C 0.728741 -0.846534 -0.208680 -1.93 -1.53 0.39 0.376
H -0.834095 -8.551477 -6.038269 0.16 0.28 0.08 0.390
C -3.296189 -0.477944 1.081760 -0.29 -0.14 0.07 2.272
H 3.309676 -1.351299 2.006655 0.17 -0.02 -0.26 0.435
H 2.751026 -0.583044 -2.002831 -0.05 -0.30 -0.04 0.516
C -4.594943 -0.601875 3.948763 -0.09 -0.23 -0.42 -0.322
H -4.636547 -0.817564 6.084970 -0.22 -0.06 -0.23 0.404
N 1.694801 3.182712 0.898288 0.19 0.70 0.10 0.285
C 2.064707 3.271444 6.574353 -0.04 0.31 -0.16 -0.771
H -2.540467 2.827390 1.541515 0.19 0.03 -0.19 0.399
H 2.092306 0.665478 1.704761 0.26 0.17 -0.17 0.482
C 1.738480 -6.506697 -5.139686 -0.42 0.38 0.28 -0.416
C -5.949733 -2.182148 2.690390 0.52 0.23 0.04 -0.360
C -0.445028 4.260170 -1.980691 -0.17 0.09 -0.50 -0.681
C 1.949918 4.438716 4.456290 -0.09 0.02 0.17 0.339
C 1.472224 -3.282193 -3.665488 -0.08 -0.04 0.24 2.347
C -0.534325 5.475686 -1.029314 -0.23 0.40 -0.15 -1.000
H 2.213470 5.133952 2.433504 -0.19 -0.27 0.18 0.446
C -6.411301 -2.733380 3.882347 0.15 0.15 0.05 -0.833
C -0.587676 -0.532883 0.224982 0.62 0.49 -0.52 0.524
C -5.931284 1.254052 0.568112 0.06 2.06 0.61 0.990
F -7.067453 1.641614 -0.070236 1.11 -0.60 0.52 -0.284
F 1.250412 -3.513554 -7.339165 1.17 0.64 0.41 -0.259
C 2.506764 2.229517 0.335430 -0.10 -1.66 0.07 -0.674
C 2.338354 -2.210802 -3.325399 -0.10 0.13 0.06 -1.387
C 2.846988 -3.826820 -5.641382 -0.22 -0.27 0.41 -1.152
C 2.327620 -2.920080 -6.715178 -1.32 0.93 -1.23 1.009
C 1.063010 -7.673958 -5.488987 -0.14 0.16 -0.04 -0.815
F 3.233244 -2.594485 -7.673226 -0.68 -0.37 1.00 -0.277
H -2.259420 3.841767 0.089501 -0.07 -0.19 0.19 0.331
H -1.571523 5.638126 -0.712171 0.22 0.06 -0.12 0.301
C 0.935607 -1.600487 -1.420459 0.11 0.21 -0.81 -0.335
H -3.755766 -0.252258 -1.040218 0.43 0.18 0.19 0.195
H -2.083524 -6.390929 -5.852609 0.29 -0.09 0.04 0.371
C 0.420490 3.200274 -1.294921 0.19 0.11 0.43 -0.685
H 1.499794 -0.929910 0.546382 0.09 0.48 -0.28 0.429
H -0.892189 -4.325406 -5.141574 0.14 -0.34 -0.23 0.600
H -1.432007 -0.252898 -1.772354 -0.01 -0.03 0.31 0.452
C -5.935192 -2.251899 5.107955 0.06 0.03 -0.18 -0.448
H 2.989917 2.546183 -0.593411 -0.05 -0.22 0.36 0.316
H 0.007260 4.568712 -2.930820 -0.16 -0.19 0.15 0.453
H 3.682181 -3.348165 -5.130228 0.04 -0.27 -0.21 0.316
C 2.680817 0.962793 0.831354 0.26 2.11 0.25 -0.110
C 1.026138 -5.303460 -4.985679 -0.84 -1.09 -0.74 0.066
C 2.662426 5.511467 5.008513 0.00 -0.37 0.15 -0.416
H -5.466179 -0.535735 -0.461670 -0.35 -0.09 0.18 0.375
H 1.839520 2.386128 7.170156 0.03 0.30 -0.07 0.381
C -0.920181 -0.508587 1.605184 -0.24 -0.37 0.02 -1.327
C -5.012002 -1.132520 2.713726 -0.72 -0.14 1.64 0.238
H -0.079046 5.543066 1.117477 0.14 -0.12 -0.33 0.038
H -7.138307 -3.545684 3.841294 0.23 0.24 0.10 0.400
C 2.795965 4.332880 7.121129 -0.04 0.00 -0.29 -0.403
H 4.569218 1.359971 -1.118873 0.12 -0.40 0.10 0.393
H 6.433028 -2.514764 -0.732247 -0.16 0.18 0.07 0.419
H -6.295511 -2.555385 1.722695 0.07 -0.05 0.41 0.482
C -1.015853 -6.436253 -5.637381 0.20 0.01 0.22 -0.894
C -2.968878 -0.325291 -0.292320 0.41 0.03 -0.37 -1.036
C 0.326922 -3.490629 -2.859249 -0.03 0.14 0.10 -1.151
H -0.119725 -0.564535 2.343939 -0.25 0.04 -0.12 0.416
H 1.357393 5.596197 0.076451 -0.28 0.00 -0.09 0.432
C 0.044464 -2.648975 -1.806605 0.08 0.49 0.15 -0.724
H 3.232243 -2.021069 -3.914784 -0.35 0.14 0.23 0.181
H 1.434742 3.229088 -1.707011 -0.23 -0.01 0.06 0.622
H 3.644789 6.297471 6.758123 -0.15 -0.26 -0.07 0.377
H -2.441976 -0.668608 3.071869 0.13 0.10 -0.39 0.553
C 1.513901 4.508476 3.010156 -0.16 0.45 0.11 -1.142
F -5.998510 1.718874 1.861306 -0.11 -0.41 -1.33 -0.268
H 6.245011 -0.308108 -1.880862 -0.14 -0.07 0.26 0.421
C 5.700098 -1.783464 -0.395664 -0.28 -0.01 0.16 -0.608
H -0.351145 -4.314938 -3.070872 0.28 0.27 0.16 0.716
C 3.770584 0.086834 0.452436 0.87 -0.92 -0.38 0.526
H -6.613092 -0.697134 0.914011 0.18 0.07 -0.25 0.564
C -0.098159 2.776058 2.276947 -0.88 -1.37 0.12 0.642
C -2.232842 -0.559730 2.012185 0.52 -0.06 0.32 -0.978
H -1.438777 3.861439 -2.216048 0.16 0.14 0.04 0.311
C 0.490893 3.629399 0.182115 0.57 0.83 0.08 0.862
H 0.053596 2.169212 -1.383543 0.06 0.22 -0.04 -0.415
C -5.022340 -1.192749 5.137224 -0.12 -0.18 -0.18 -0.837
C 5.590533 -0.546455 -1.040811 -0.14 0.07 0.17 -0.637
H -6.284677 -2.700238 6.038281 0.11 0.14 -0.26 0.388
C 3.086932 5.459665 6.337929 -0.21 -0.21 -0.06 -0.617
C -5.695415 -0.225278 0.558766 0.13 -0.38 0.17 -1.231
```
Positions in Å, forces in eV/Å.

Output
Lowest unoccupied orbital energy: -4.47 eV
Net charge: +1
Electronic energy: -79026.3801 eV
HOMO level: -9.94 eV

---

Which gap between HOMO and LUMO belongs to each record? In order, 6.873; 5.468 eV.